# 1
{
  "formula": "C16H25BClN3O4",
  "method": "ωB97M-V with the def2-TZVPD basis set",
  "elements": ["C", "C", "C", "B", "N", "O", "O", "C", "O", "O", "C", "C", "C", "C", "Cl", "H", "H", "H", "H", "H", "H", "H", "H", "H", "H", "H", "C", "C", "C", "C", "N", "H", "H", "H", "H", "H", "H", "H", "C", "C", "C", "C", "N", "H", "H", "H", "H", "H", "H", "H"],
  "positions_angstrom": [[-0.699, -0.899, -5.234], [-0.821, 0.473, -4.869], [-0.903, 2.101, -4.525], [0.268, 3.055, -5.244], [0.918, 2.511, -6.503], [0.613, 4.363, -4.600], [-2.089, 2.480, -5.363], [-3.205, 1.915, -4.578], [-4.351, 1.591, -5.187], [-2.795, 1.781, -3.155], [-1.521, 2.565, -3.080], [-0.744, 2.198, -1.685], [0.879, 2.011, -1.817], [1.352, 0.483, -2.255], [1.568, 2.259, -0.074], [-1.039, -1.957, -5.670], [0.757, 3.251, -7.245], [1.936, 2.402, -6.300], [1.563, 4.320, -4.241], [-1.967, 3.672, -3.049], [-1.175, 1.262, -1.110], [-0.911, 3.128, -0.955], [1.422, 2.812, -2.475], [1.751, 0.538, -3.377], [2.213, 0.058, -1.547], [0.411, -0.234, -2.295], [-0.839, 2.169, 3.336], [-1.529, 1.212, 4.302], [-0.663, 0.003, 4.663], [-0.337, -0.788, 3.406], [-0.066, -1.444, 2.364], [-0.622, 1.689, 2.376], [-1.482, 3.030, 3.129], [0.103, 2.540, 3.756], [-2.471, 0.873, 3.854], [-1.785, 1.755, 5.218], [-1.196, -0.644, 5.367], [0.270, 0.326, 5.138], [1.628, -6.243, 4.487], [0.809, -5.224, 3.702], [1.535, -3.889, 3.521], [1.827, -3.276, 4.881], [2.070, -2.767, 6.009], [1.831, -5.900, 5.506], [1.083, -7.189, 4.566], [2.586, -6.442, 3.992], [-0.145, -5.062, 4.219], [0.574, -5.640, 2.716], [0.913, -3.199, 2.942], [2.476, -4.033, 2.981]],
  "forces_ev_per_a": [[-2.05, 9.49, 2.10], [1.11, -8.75, -1.94], [-0.77, -0.03, -0.75], [1.14, 0.64, 0.52], [-0.58, 1.84, 1.17], [0.94, -3.24, -0.24], [-1.81, -1.96, 3.05], [-4.20, -1.18, -2.80], [7.82, 2.23, 4.87], [-0.63, 0.90, -4.06], [-0.57, -1.05, 0.41], [0.30, 0.97, 0.68], [0.11, -1.01, 0.01], [-0.17, 0.19, -0.88], [-0.61, 0.05, -1.35], [1.05, 3.01, 1.27], [0.80, -1.14, 0.99], [-0.90, 0.27, -0.68], [-1.99, 0.32, -1.13], [1.95, -2.15, -0.49], [0.76, 1.79, -1.56], [0.36, -2.06, -1.66], [-1.29, -1.47, 1.39], [-0.76, -0.21, 2.43], [-2.10, 1.07, -1.62], [2.08, 1.48, 0.31], [-0.01, 0.11, -0.06], [-0.17, 0.32, -0.25], [0.02, -0.44, -0.96], [1.97, -4.56, -6.80], [-2.32, 5.43, 8.17], [0.04, 0.01, 0.13], [0.12, -0.09, 0.05], [-0.11, -0.04, -0.10], [0.14, -0.03, 0.16], [0.05, -0.21, -0.03], [0.21, -0.09, -0.21], [-0.04, -0.20, -0.19], [-0.02, -0.17, 0.04], [-0.03, -0.35, 0.20], [0.00, 0.20, 1.01], [1.74, 3.65, 7.32], [-1.99, -4.00, -8.88], [0.02, 0.02, -0.15], [0.11, 0.09, -0.03], [-0.11, 0.01, 0.09], [0.12, 0.08, -0.16], [0.02, 0.21, 0.06], [0.29, -0.04, 0.29], [-0.02, 0.09, 0.23]],
  "mulliken_charge": [-0.82, -0.50, 1.18, 0.62, -0.55, -0.66, -0.35, 0.41, -0.55, -0.37, 0.29, -1.09, 0.44, -0.82, -0.20, 0.34, 0.26, 0.22, 0.30, 0.41, 0.36, 0.31, 0.01, 0.16, 0.35, 0.24, -0.97, -0.50, -0.31, 0.34, -0.67, 0.21, 0.34, 0.30, 0.29, 0.32, 0.31, 0.30, -1.18, -0.51, 0.12, 0.27, -0.53, 0.34, 0.35, 0.30, 0.28, 0.36, -0.05, 0.31],
  "smiles": "C#C[C@@]1(B(N)O)OC(=O)O[C@H]1C[C@H](C)Cl.CCCC#N.CCCC#N",
  "e_above_lowest_kcal_mol": 185.3,
  "total_energy_ev": -42847.818,
  "e_lumo_ev": -0.28,
  "orbital_gap_ev": 9.54,
  "charge": 0
}

# 2
{
  "formula": "C16H25ClOOsS",
  "method": "ωB97M-V with the def2-TZVPD basis set",
  "elements": ["C", "C", "C", "C", "Cl", "H", "H", "H", "H", "H", "H", "H", "H", "H", "C", "C", "C", "H", "C", "C", "H", "H", "H", "H", "C", "C", "C", "H", "C", "C", "H", "H", "H", "H", "Os", "C", "S", "C", "O", "H", "H", "H", "H", "H", "H"],
  "positions_angstrom": [[0.194, 0.260, -5.262], [1.575, 0.821, -5.625], [-0.031, -1.084, -5.966], [-0.901, 1.256, -5.666], [0.119, 0.002, -3.487], [0.011, -0.956, -7.056], [-1.013, -1.499, -5.712], [0.740, -1.809, -5.682], [1.648, 0.984, -6.708], [2.370, 0.125, -5.334], [1.750, 1.782, -5.127], [-0.877, 1.428, -6.750], [-0.755, 2.222, -5.169], [-1.894, 0.874, -5.407], [1.369, -1.967, 2.447], [0.710, -2.872, 1.568], [0.941, -2.435, 0.227], [0.109, -3.714, 1.882], [1.764, -1.271, 0.287], [2.020, -0.982, 1.656], [2.548, -0.114, 2.031], [1.322, -1.999, 3.527], [0.518, -2.874, -0.670], [2.069, -0.663, -0.557], [-1.843, 0.342, 1.835], [-1.854, -0.846, 2.627], [-1.966, -1.953, 1.748], [-1.741, -0.888, 3.705], [-2.015, -1.458, 0.413], [-1.944, -0.036, 0.468], [-1.903, 0.632, -0.381], [-1.726, 1.346, 2.214], [-1.963, -2.991, 2.045], [-2.044, -2.056, -0.491], [-0.147, -0.951, 1.304], [1.524, 2.846, 5.527], [0.586, 2.043, 4.238], [-1.099, 2.188, 4.840], [0.952, 0.587, 4.320], [1.480, 2.206, 6.414], [1.144, 3.856, 5.714], [2.560, 2.913, 5.173], [-1.104, 2.252, 5.931], [-1.489, 3.107, 4.397], [-1.713, 1.347, 4.508]],
  "forces_ev_per_a": [[0.08, 0.26, -1.84], [0.06, -0.01, 0.27], [-0.02, -0.11, 0.25], [-0.07, 0.01, 0.27], [-0.03, -0.10, 0.73], [0.01, 0.10, 0.28], [0.18, 0.07, -0.03], [-0.14, 0.13, -0.04], [-0.15, -0.09, 0.25], [-0.15, 0.12, -0.04], [-0.03, -0.18, -0.07], [0.10, -0.13, 0.26], [-0.02, -0.18, -0.07], [0.18, 0.06, -0.03], [-0.14, -0.54, 0.86], [1.46, -2.90, 0.21], [0.06, -1.00, -0.38], [0.39, -0.06, -0.15], [1.43, -0.13, 0.06], [1.45, -0.22, -0.57], [0.01, -0.18, -0.11], [0.26, -0.09, -0.14], [0.35, -0.01, 0.11], [-0.06, -0.11, 0.07], [-1.44, 0.46, -0.33], [0.01, -0.15, 0.88], [-2.86, -1.52, 0.48], [-0.24, -0.09, -0.21], [-0.81, -0.76, -0.55], [-1.29, 0.76, 0.26], [0.00, -0.05, 0.00], [-0.06, 0.00, -0.22], [-0.37, 0.15, -0.05], [-0.24, 0.19, 0.16], [2.09, 6.05, -0.86], [0.97, 0.37, -0.07], [-0.41, -0.99, 1.41], [-0.58, 0.41, -0.34], [0.02, 0.53, -0.43], [-0.19, 0.09, -0.17], [-0.14, -0.20, -0.14], [-0.19, 0.00, 0.08], [0.25, -0.03, -0.12], [-0.07, 0.02, 0.15], [0.35, 0.04, -0.07]],
  "lowdin_spin": [0.00, 0.00, 0.00, 0.00, 0.00, 0.00, 0.00, 0.00, 0.00, 0.00, 0.00, 0.00, 0.00, 0.00, 0.04, 0.15, 0.04, 0.01, 0.13, 0.15, 0.02, 0.00, 0.00, 0.02, 0.15, 0.04, 0.14, 0.00, 0.04, 0.13, 0.01, 0.02, 0.01, 0.00, 1.91, 0.06, 0.29, 0.05, 0.59, 0.01, 0.00, 0.00, 0.01, 0.00, 0.00],
  "total_energy_ev": -44847.246,
  "e_lumo_ev": [-6.41, -11.34],
  "orbital_gap_ev": [4.83, 3.38],
  "spin_multiplicity": 5,
  "charge": 2
}

# 3
{
  "formula": "C16H25N3O",
  "method": "ωB97M-V with the def2-TZVPD basis set",
  "elements": ["C", "C", "C", "C", "C", "C", "C", "C", "C", "O", "N", "N", "C", "C", "C", "N", "C", "C", "C", "H", "H", "H", "H", "C", "H", "H", "H", "H", "H", "H", "H", "H", "H", "H", "H", "H", "H", "H", "H", "H", "H", "H", "H", "H", "H"],
  "positions_angstrom": [[1.252, 7.601, 2.422], [1.812, 6.196, 2.237], [1.329, 5.559, 0.937], [1.893, 4.154, 0.738], [1.418, 3.530, -0.572], [1.986, 2.126, -0.769], [1.724, 1.562, -2.166], [0.232, 1.404, -2.486], [-0.483, 0.554, -1.449], [-1.263, 0.983, -0.639], [-0.131, -0.772, -1.536], [-0.657, -1.683, -0.707], [-0.342, -2.918, -0.755], [-1.038, -3.789, 0.193], [-1.589, -3.258, 1.367], [-2.230, -3.976, 2.264], [-2.367, -5.275, 2.052], [-1.873, -5.913, 0.925], [-1.199, -5.158, -0.020], [-0.827, -5.629, -0.918], [-2.016, -6.973, 0.784], [-2.901, -5.822, 2.818], [-1.496, -2.201, 1.568], [0.668, -3.522, -1.702], [1.043, -4.462, -1.308], [1.519, -2.853, -1.834], [0.218, -3.705, -2.678], [0.535, -1.050, -2.256], [-0.248, 2.381, -2.500], [0.115, 0.949, -3.473], [2.224, 0.593, -2.252], [2.168, 2.226, -2.912], [3.067, 2.153, -0.608], [1.556, 1.459, -0.019], [1.727, 4.167, -1.406], [0.329, 3.483, -0.563], [2.985, 4.200, 0.745], [1.583, 3.519, 1.571], [0.238, 5.510, 0.943], [1.627, 6.189, 0.095], [2.904, 6.238, 2.234], [1.509, 5.570, 3.079], [1.560, 8.246, 1.602], [0.165, 7.576, 2.447], [1.607, 8.036, 3.353]],
  "forces_ev_per_a": [[0.15, -0.20, 0.09], [-0.21, 0.17, -0.23], [0.32, -0.23, 0.34], [-0.29, 0.23, -0.32], [0.25, -0.25, 0.31], [-0.07, 0.15, -0.30], [-0.01, -0.03, 0.19], [0.08, 0.06, 0.08], [-0.02, 0.31, -0.31], [-0.09, 0.13, 0.17], [0.76, -0.65, -0.60], [-0.56, -0.08, 0.53], [0.42, 0.35, -0.51], [-0.34, -0.45, 0.45], [0.25, 0.12, -0.36], [-0.22, 0.16, 0.46], [0.00, -0.35, -0.16], [-0.05, 0.03, 0.06], [0.02, 0.30, 0.08], [0.07, -0.02, -0.05], [-0.03, -0.07, 0.02], [-0.02, -0.12, 0.01], [0.05, 0.09, -0.04], [-0.16, 0.26, 0.07], [0.04, -0.03, -0.03], [0.05, -0.01, -0.04], [0.04, -0.04, -0.09], [-0.24, 0.10, 0.23], [-0.09, -0.10, 0.00], [-0.05, 0.03, -0.02], [0.04, 0.02, -0.09], [0.03, -0.05, -0.04], [0.00, -0.04, 0.07], [0.05, -0.06, 0.10], [-0.04, 0.06, -0.08], [-0.09, 0.06, -0.08], [0.06, -0.04, 0.05], [0.05, -0.05, 0.08], [-0.08, 0.05, -0.06], [-0.05, 0.05, -0.07], [0.04, -0.07, 0.05], [0.07, -0.06, 0.04], [0.00, 0.11, -0.07], [-0.12, 0.06, 0.01], [-0.02, 0.13, 0.07]],
  "mulliken_charge": [-1.28, -0.29, -0.67, -0.79, -0.56, -0.64, -0.76, -0.90, 0.30, -0.58, 0.07, -0.59, 0.94, 0.39, -0.30, -0.60, -0.26, -0.49, -0.44, 0.39, 0.38, 0.37, 0.49, -1.70, 0.43, 0.46, 0.35, 0.34, 0.38, 0.40, 0.40, 0.41, 0.49, 0.26, 0.28, 0.32, 0.33, 0.35, 0.33, 0.33, 0.32, 0.32, 0.32, 0.32, 0.39],
  "smiles": "CCCCCCCCC(=O)N/N=C(\\C)c1cccnc1",
  "e_above_lowest_kcal_mol": 36.5,
  "total_energy_ev": -23515.267,
  "e_lumo_ev": 0.46,
  "orbital_gap_ev": 9.10,
  "charge": 0
}

# 4
{
  "formula": "C16H25N3OS",
  "method": "ωB97M-V with the def2-TZVPD basis set",
  "elements": ["C", "O", "C", "C", "C", "N", "C", "N", "C", "C", "C", "C", "C", "C", "H", "H", "N", "C", "H", "C", "C", "C", "C", "H", "H", "H", "H", "H", "H", "H", "H", "H", "H", "H", "H", "S", "H", "H", "H", "H", "H", "H", "H", "H", "H", "H"],
  "positions_angstrom": [[-6.660, 2.216, 0.469], [-6.604, 1.508, -0.749], [-5.964, 0.259, -0.682], [-4.446, 0.338, -0.446], [-4.050, 0.048, 1.006], [-2.645, 0.274, 1.233], [-2.151, 1.450, 1.664], [-0.804, 1.618, 1.672], [0.190, 0.805, 1.107], [1.384, 0.609, 1.793], [2.397, -0.158, 1.255], [2.263, -0.776, 0.004], [1.059, -0.557, -0.680], [0.053, 0.223, -0.152], [-0.836, 0.404, -0.739], [0.893, -1.008, -1.646], [3.224, -1.619, -0.519], [4.397, -1.975, 0.251], [4.129, -2.077, 1.303], [5.540, -0.975, 0.053], [5.886, -0.898, -1.432], [4.631, -0.578, -2.240], [3.531, -1.601, -1.935], [2.642, -1.370, -2.517], [3.873, -2.603, -2.219], [4.854, -0.587, -3.308], [4.268, 0.418, -1.975], [6.649, -0.136, -1.603], [6.292, -1.859, -1.760], [6.410, -1.287, 0.633], [5.228, 0.010, 0.405], [4.723, -2.961, -0.102], [3.305, -0.260, 1.826], [1.523, 1.075, 2.757], [-0.491, 2.410, 2.216], [-3.105, 2.668, 2.256], [-1.994, -0.416, 0.889], [-4.280, -0.992, 1.258], [-4.594, 0.706, 1.686], [-3.937, -0.373, -1.102], [-4.111, 1.342, -0.715], [-6.166, -0.198, -1.654], [-6.428, -0.365, 0.099], [-5.675, 2.563, 0.794], [-7.295, 3.081, 0.285], [-7.106, 1.602, 1.261]],
  "forces_ev_per_a": [[0.02, 0.06, 0.00], [-0.11, 0.07, -0.13], [0.22, -0.12, -0.16], [-0.27, -0.02, 0.25], [-0.33, 0.05, -0.25], [0.61, 0.00, -0.07], [-0.04, -0.21, 0.18], [0.16, 0.15, 0.10], [0.26, -0.34, -0.10], [-0.36, 0.02, -0.10], [0.19, -0.06, -0.16], [-0.34, 0.15, 0.20], [0.11, -0.04, -0.06], [0.08, 0.19, 0.12], [-0.07, 0.02, -0.04], [0.01, -0.06, -0.06], [0.14, -0.44, -0.04], [0.16, 0.18, 0.25], [0.01, -0.07, -0.05], [0.00, -0.25, -0.08], [-0.11, 0.26, 0.08], [0.04, -0.27, -0.03], [0.02, 0.30, -0.30], [0.03, -0.11, 0.01], [-0.06, 0.03, -0.05], [-0.02, 0.06, -0.05], [-0.03, 0.05, -0.04], [0.06, -0.07, -0.03], [0.07, -0.04, -0.03], [0.02, 0.04, 0.07], [0.01, 0.04, 0.07], [0.00, 0.02, 0.08], [0.11, -0.03, 0.02], [0.00, 0.01, 0.12], [-0.23, -0.05, -0.17], [-0.36, 0.61, 0.24], [-0.05, 0.03, 0.08], [0.00, 0.07, 0.03], [0.01, -0.19, -0.05], [0.04, 0.01, -0.04], [0.04, 0.01, -0.03], [0.02, -0.07, 0.15], [-0.03, 0.00, -0.06], [0.00, -0.03, 0.03], [0.00, 0.01, 0.09], [0.00, 0.00, 0.02]],
  "mulliken_charge": [-0.54, -0.40, -0.62, -0.31, -1.01, -0.10, 0.24, -0.14, 0.07, -1.40, -0.32, 1.26, -0.35, -0.70, 0.64, 0.32, 0.01, -1.16, 0.49, -0.41, -0.80, -0.54, -0.86, 0.29, 0.41, 0.40, 0.28, 0.36, 0.31, 0.37, 0.29, 0.43, 0.30, 0.36, 0.27, -0.48, 0.34, 0.30, 0.39, 0.39, 0.29, 0.30, 0.35, 0.14, 0.25, 0.29],
  "smiles": "COCCCNC(=S)Nc1ccc(N2CCCCC2)cc1",
  "e_above_lowest_kcal_mol": 10.6,
  "total_energy_ev": -34350.869,
  "e_lumo_ev": 0.67,
  "orbital_gap_ev": 8.18,
  "charge": 0
}